This record from the Open Molecules 2025 dataset describes 12 unconnected molecules or ions with the total composition C63H162N9O12P3 at a distorted geometry. The level of theory is ωB97M-V/def2-TZVPD.

SMILES: COP(=O)(OC)OC.COP(=O)(OC)OC.COP(=O)(OC)OC.CCN(CC)CC.CCN(CC)CC.CCN(CC)CC.CCN(CC)CC.CCN(CC)CC.CCN(CC)CC.CCN(CC)CC.CCN(CC)CC.CCN(CC)CC
DFT total energy: -4917.31250 hartree
HOMO energy: -7.777 eV

Last column: Löwdin charge in e.
Element x y z (Å)
1 C 15.002 9.908 13.750  -0.04
2 O 15.582 10.563 14.939  -0.22
3 P 14.648 10.688 16.192  0.32
4 O 13.341 11.271 15.977  -0.22
5 O 14.562 9.243 16.773  -0.21
6 C 14.077 8.919 18.052  -0.09
7 O 15.665 11.374 17.266  -0.23
8 C 16.130 12.727 17.246  -0.09
9 H 15.641 10.216 12.931  0.07
10 H 13.922 10.087 13.698  0.10
11 H 15.249 8.890 13.870  0.07
12 H 13.448 9.808 18.433  0.11
13 H 14.872 8.793 18.729  0.07
14 H 13.432 8.059 17.972  0.09
15 H 16.657 12.828 16.314  0.07
16 H 16.800 12.808 18.118  0.09
17 H 15.329 13.440 17.272  0.06
18 C 17.240 18.920 18.311  -0.07
19 O 16.184 18.254 17.607  -0.20
20 P 16.475 16.851 16.998  0.37
21 O 16.423 15.724 17.924  -0.21
22 O 17.917 17.066 16.353  -0.23
23 C 18.743 15.868 16.305  -0.06
24 O 15.409 16.776 15.784  -0.25
25 C 15.238 17.717 14.680  -0.04
26 H 17.743 19.533 17.600  0.05
27 H 18.020 18.304 18.754  0.10
28 H 16.664 19.530 19.023  0.08
29 H 18.121 14.997 16.184  0.06
30 H 19.269 15.806 17.266  0.10
31 H 19.379 15.949 15.397  0.10
32 H 14.162 17.579 14.286  0.10
33 H 16.042 17.535 13.996  0.07
34 H 15.384 18.708 15.018  0.06
35 C 17.185 14.394 10.140  -0.05
36 O 16.729 14.900 11.480  -0.22
37 P 15.516 14.001 12.087  0.34
38 O 15.604 12.551 12.277  -0.23
39 O 14.392 14.337 11.059  -0.23
40 C 13.430 13.342 10.626  -0.06
41 O 15.187 14.889 13.358  -0.23
42 C 14.334 14.166 14.392  0.01
43 H 17.502 15.346 9.720  0.09
44 H 16.388 13.987 9.490  0.09
45 H 17.990 13.709 10.192  0.07
46 H 13.195 12.620 11.379  0.08
47 H 13.875 12.956 9.728  0.08
48 H 12.542 13.911 10.374  0.09
49 H 14.123 14.986 15.049  0.06
50 H 14.911 13.404 14.903  0.05
51 H 13.497 13.764 13.810  0.08
52 C 13.931 19.900 20.322  -0.07
53 C 12.430 20.178 20.523  -0.22
54 N 11.647 19.019 20.962  -0.21
55 C 11.369 18.201 19.852  -0.30
56 C 10.128 18.639 19.094  -0.07
57 C 12.028 18.484 22.230  -0.29
58 C 10.894 17.692 22.828  -0.10
59 H 14.371 20.717 19.823  0.02
60 H 13.928 19.090 19.565  0.07
61 H 14.455 19.588 21.239  0.08
62 H 12.315 20.929 21.349  0.12
63 H 11.932 20.607 19.578  0.12
64 H 11.223 17.126 20.190  0.12
65 H 12.191 18.118 19.178  0.06
66 H 10.269 19.457 18.396  0.06
67 H 9.299 18.851 19.752  0.07
68 H 9.814 17.767 18.492  0.06
69 H 12.926 17.852 22.244  0.10
70 H 12.145 19.395 22.890  0.13
71 H 10.004 18.335 22.906  0.08
72 H 10.704 16.768 22.184  0.08
73 H 11.058 17.314 23.863  0.08
74 C 17.652 19.446 11.933  -0.09
75 C 17.308 20.480 12.995  -0.24
76 N 18.049 20.370 14.289  -0.18
77 C 19.483 20.091 14.205  -0.25
78 C 19.990 19.773 15.606  -0.09
79 C 17.875 21.557 15.153  -0.25
80 C 16.398 21.795 15.585  -0.09
81 H 17.165 19.686 11.007  0.07
82 H 17.419 18.502 12.321  0.04
83 H 18.713 19.370 11.649  0.07
84 H 17.485 21.509 12.527  0.13
85 H 16.249 20.358 13.210  0.09
86 H 19.762 19.235 13.613  0.10
87 H 20.038 20.940 13.746  0.12
88 H 19.245 19.328 16.250  0.04
89 H 20.735 19.035 15.613  0.06
90 H 20.339 20.668 16.108  0.07
91 H 18.299 22.397 14.572  0.12
92 H 18.380 21.408 16.155  0.08
93 H 16.136 21.054 16.337  0.05
94 H 15.757 21.662 14.738  0.04
95 H 16.230 22.842 16.022  0.09
96 C 19.980 13.944 23.470  -0.08
97 C 18.524 14.448 23.051  -0.21
98 N 18.388 14.602 21.602  -0.18
99 C 17.006 15.053 21.223  -0.26
100 C 16.683 16.418 21.699  -0.08
101 C 18.775 13.519 20.763  -0.28
102 C 17.947 12.245 20.833  -0.06
103 H 20.212 12.889 23.311  0.06
104 H 20.231 14.104 24.514  0.06
105 H 20.764 14.526 22.971  0.06
106 H 17.808 13.750 23.463  0.10
107 H 18.342 15.439 23.536  0.09
108 H 17.050 14.942 20.107  0.10
109 H 16.192 14.276 21.458  0.12
110 H 17.305 17.183 21.285  0.06
111 H 15.665 16.696 21.403  0.06
112 H 16.747 16.468 22.803  0.07
113 H 19.735 13.315 21.112  0.08
114 H 18.814 13.855 19.718  0.11
115 H 16.905 12.505 21.016  0.06
116 H 18.170 11.801 21.786  0.07
117 H 18.108 11.565 20.070  0.03
118 C 12.276 18.013 12.271  -0.08
119 C 11.132 17.216 12.871  -0.24
120 N 11.542 16.807 14.205  -0.20
121 C 11.115 15.523 14.655  -0.27
122 C 9.602 15.400 14.773  -0.08
123 C 11.388 17.891 15.212  -0.22
124 C 12.001 17.637 16.579  -0.08
125 H 13.161 17.375 12.130  0.07
126 H 12.620 18.917 12.876  0.09
127 H 12.019 18.377 11.312  0.05
128 H 10.188 17.678 12.973  0.09
129 H 10.948 16.299 12.264  0.13
130 H 11.450 14.733 13.966  0.11
131 H 11.630 15.327 15.598  0.10
132 H 9.173 15.688 13.817  0.06
133 H 9.108 14.466 15.093  0.08
134 H 9.190 16.165 15.407  0.06
135 H 10.331 18.140 15.373  0.11
136 H 11.917 18.777 14.835  0.10
137 H 12.981 17.227 16.427  0.06
138 H 11.416 16.923 17.205  0.06
139 H 12.104 18.577 17.134  0.06
140 C 19.649 23.876 18.090  -0.07
141 C 18.193 23.288 18.423  -0.24
142 N 17.749 23.508 19.818  -0.14
143 C 16.315 23.837 19.883  -0.24
144 C 15.892 25.216 19.275  -0.05
145 C 17.893 22.210 20.401  -0.33
146 C 17.424 21.988 21.806  -0.09
147 H 20.344 23.566 18.880  0.06
148 H 19.679 24.995 18.140  0.08
149 H 19.861 23.484 17.079  0.06
150 H 17.600 23.845 17.662  0.10
151 H 18.180 22.233 18.075  0.09
152 H 15.999 23.870 20.890  0.09
153 H 15.698 23.061 19.458  0.10
154 H 16.479 26.004 19.579  0.04
155 H 14.825 25.320 19.553  0.09
156 H 15.962 25.094 18.231  0.03
157 H 17.409 21.400 19.791  0.10
158 H 18.953 21.986 20.357  0.11
159 H 17.815 22.718 22.517  0.08
160 H 16.276 21.842 21.900  0.10
161 H 17.899 21.023 22.108  0.07
162 C 12.774 12.106 20.766  -0.09
163 C 12.050 13.379 21.148  -0.29
164 N 11.477 14.019 20.039  -0.22
165 C 10.480 13.273 19.240  -0.21
166 C 9.614 14.223 18.356  -0.07
167 C 12.435 14.656 19.176  -0.24
168 C 13.539 15.415 19.953  -0.07
169 H 12.109 11.279 20.514  0.07
170 H 13.322 11.678 21.621  0.08
171 H 13.501 12.335 19.993  0.06
172 H 11.295 13.146 21.887  0.11
173 H 12.707 14.105 21.704  0.12
174 H 11.035 12.481 18.674  0.12
175 H 9.785 12.782 19.949  0.12
176 H 10.158 14.699 17.558  0.03
177 H 8.718 13.711 17.911  0.09
178 H 9.304 14.993 19.029  0.06
179 H 11.854 15.333 18.542  0.07
180 H 12.862 13.897 18.531  0.11
181 H 13.188 15.913 20.842  0.05
182 H 14.075 16.081 19.241  0.08
183 H 14.281 14.722 20.316  0.04
184 C 10.112 23.264 19.186  -0.08
185 C 10.161 23.652 17.722  -0.23
186 N 11.059 22.715 16.993  -0.18
187 C 12.417 22.965 17.419  -0.26
188 C 13.378 21.817 17.084  -0.07
189 C 10.888 22.695 15.532  -0.25
190 C 9.591 22.069 15.142  -0.09
191 H 11.049 23.456 19.604  0.04
192 H 9.906 22.223 19.162  0.06
193 H 9.304 23.733 19.726  0.08
194 H 9.166 23.510 17.319  0.10
195 H 10.483 24.711 17.701  0.12
196 H 12.853 23.926 17.043  0.13
197 H 12.412 23.035 18.477  0.07
198 H 12.822 20.896 17.177  0.06
199 H 13.813 21.910 16.119  0.04
200 H 14.134 21.685 17.870  0.05
201 H 11.658 22.094 15.082  0.10
202 H 10.993 23.753 15.172  0.13
203 H 9.560 21.062 15.506  0.06
204 H 9.456 21.968 14.077  0.07
205 H 8.702 22.511 15.553  0.06
206 C 18.604 12.213 13.786  -0.10
207 C 19.038 11.280 14.836  -0.26
208 N 20.304 11.744 15.466  -0.18
209 C 20.578 10.910 16.629  -0.28
210 C 19.705 11.245 17.819  -0.10
211 C 21.433 11.668 14.570  -0.27
212 C 22.563 12.599 15.037  -0.07
213 H 18.436 13.246 14.069  0.07
214 H 17.606 11.860 13.419  0.06
215 H 19.279 12.204 12.933  0.06
216 H 18.324 11.233 15.653  0.08
217 H 19.091 10.246 14.430  0.13
218 H 20.461 9.807 16.366  0.14
219 H 21.613 11.098 16.956  0.10
220 H 18.634 10.949 17.654  0.07
221 H 20.146 10.703 18.667  0.08
222 H 19.659 12.334 18.079  0.08
223 H 21.172 11.979 13.557  0.10
224 H 21.802 10.660 14.528  0.10
225 H 22.421 13.599 14.660  0.06
226 H 23.539 12.287 14.737  0.06
227 H 22.534 12.650 16.139  0.07
228 C 22.020 21.042 23.402  -0.08
229 C 21.420 19.774 24.011  -0.29
230 N 20.852 18.825 23.092  -0.17
231 C 20.236 17.792 23.907  -0.24
232 C 18.876 18.223 24.507  -0.06
233 C 21.858 18.320 22.182  -0.29
234 C 21.258 17.489 21.143  -0.10
235 H 21.375 21.439 22.603  0.08
236 H 22.990 20.795 22.980  0.06
237 H 22.228 21.701 24.243  0.07
238 H 22.115 19.269 24.709  0.12
239 H 20.674 20.154 24.714  0.10
240 H 20.949 17.544 24.667  0.10
241 H 20.121 16.866 23.366  0.07
242 H 18.898 19.085 25.168  0.06
243 H 18.511 17.426 25.116  0.06
244 H 18.184 18.417 23.733  0.05
245 H 22.399 19.131 21.716  0.10
246 H 22.721 17.727 22.658  0.15
247 H 20.622 18.059 20.483  0.07
248 H 21.991 16.999 20.474  0.09
249 H 20.627 16.712 21.556  0.04